A structure of composition C51H29F5I4N7NaOS. Source: OMol25; level of theory: ωB97M-V/def2-TZVPD.

Results
Kohn-Sham gap ... 4.66 eV
LUMO energy ... 2.99 eV

The geometry in ORCA input format:
```
! wB97M-V def2-TZVPD RIJCOSX def2/J DEFGRID3
* xyz -2 1
I 4.06 -9.05 0.96
I -3.14 -0.31 9.14
I 5.58 1.04 -8.28
I -1.16 9.85 -0.06
S -1.08 -3.79 0.27
Na 0.82 0.20 0.20
F -3.18 3.59 -3.13
F -0.78 0.56 -5.83
F -2.35 2.80 -5.62
F -0.07 -0.84 -3.66
F -2.46 2.24 -0.94
O -0.84 -0.01 -1.14
N 2.53 -0.91 -0.65
N 0.58 1.78 1.86
N -2.23 -1.05 1.22
N -3.06 -2.12 0.86
N -3.72 -4.18 0.16
N 1.43 -1.06 2.05
N 1.75 1.98 -0.79
C 5.51 1.24 -5.27
C 0.40 7.53 1.07
C 1.86 -2.33 1.94
C 3.08 -0.58 -1.84
C -0.69 -0.27 7.37
C 1.43 -3.11 3.09
C 3.41 0.54 -6.23
C 2.42 3.14 -2.66
C -2.66 -3.32 0.44
C 4.12 -6.16 1.87
C -1.08 6.91 -0.73
C 4.94 1.16 -4.00
C -2.41 2.50 -3.26
C -0.67 5.59 -0.60
C -2.75 0.09 6.17
C 2.86 0.47 -4.96
C 0.35 3.09 1.64
C -0.54 7.87 0.11
C 2.39 1.85 -1.98
C -2.03 1.79 -2.13
C -2.03 0.19 4.98
C 2.69 -6.54 -0.04
C 0.28 5.21 0.36
C 1.80 4.02 -1.84
C 2.98 0.67 -2.47
C 3.61 0.77 -3.83
C 3.76 -2.69 -1.43
C 2.56 -2.86 0.83
C -1.99 2.10 -4.52
C 0.01 -0.16 6.18
C -0.84 0.26 -3.49
C 0.07 1.47 3.07
C 2.92 -4.30 0.88
C -2.07 -0.14 7.35
C 3.79 -4.82 1.83
C 0.11 0.20 3.69
C 3.85 -1.71 -2.35
C -0.36 3.67 2.77
C 2.38 -5.19 -0.05
C 0.70 3.79 0.46
C 4.73 0.93 -6.37
C 0.75 -0.96 3.21
C -0.64 0.08 4.97
C -1.20 0.97 -4.61
C 1.38 3.26 -0.66
C 3.57 -7.02 0.93
C 2.91 -2.17 -0.36
C 0.74 -2.26 3.89
C -0.52 2.67 3.67
C -1.22 0.63 -2.18
C 0.80 6.20 1.18
H -4.57 -3.75 -0.18
H -3.83 0.18 6.16
H -0.16 -0.44 8.30
H 1.09 -0.25 6.18
H 1.68 -4.81 -0.79
H -1.89 -0.61 0.35
H 1.55 5.93 1.92
H -1.41 -1.44 1.69
H -2.54 0.35 4.04
H 4.40 -1.74 -3.28
H 2.25 -7.21 -0.76
H 6.54 1.54 -5.38
H 2.86 3.34 -3.62
H -1.01 2.72 4.63
H 1.83 0.16 -4.83
H 0.82 8.28 1.72
H 0.24 -2.50 4.81
H 1.59 -4.16 3.25
H 5.53 1.41 -3.13
H -1.09 4.82 -1.24
H 2.80 0.31 -7.10
H 1.66 5.07 -2.01
H -3.42 -4.99 -0.37
H 4.23 -3.66 -1.46
H 4.23 -4.14 2.56
H 4.81 -6.54 2.62
H -1.82 7.17 -1.48
H -4.03 -1.98 1.10
H -0.70 4.69 2.88
*
```

***

A structure of composition C31H33N6O3V. Source: OMol25; level of theory: ωB97M-V/def2-TZVPD.

Results
Kohn-Sham gap ... 6.02 eV
LUMO energy ... -13.49 eV

The geometry in ORCA input format:
```
! wB97M-V def2-TZVPD RIJCOSX def2/J DEFGRID3
* xyz 4 1
V -0.05 0.54 0.48
O -0.17 1.29 -3.92
O -0.50 0.86 -0.96
O -2.72 2.63 -1.32
N 0.13 2.66 0.64
N -0.09 1.04 2.61
N 0.53 -1.31 0.27
N 2.00 0.72 0.86
N -1.85 -0.17 1.12
N 1.51 -3.50 -0.15
C -0.38 3.25 1.74
C 4.28 0.66 0.19
C -2.35 2.21 -3.74
C 4.67 0.90 1.50
C -1.29 1.70 -4.53
C 1.29 1.27 3.14
C 1.80 -6.32 0.34
C -0.77 -0.10 3.27
C -2.87 -0.51 0.29
C -2.42 2.36 -2.38
C 2.35 -5.29 1.32
C -1.98 -0.45 2.45
C -3.67 2.69 -5.71
C -0.90 2.28 2.76
C 2.37 0.98 2.13
C 1.00 -2.37 0.06
C 0.10 5.41 0.86
C -2.61 2.17 -6.48
C 0.90 -4.48 -1.13
C 3.70 1.06 2.48
C -0.42 4.62 1.87
C 0.65 4.80 -0.26
C -3.55 2.71 -4.36
C 2.94 0.56 -0.09
C 0.64 3.42 -0.34
C -4.03 -1.08 0.74
C -4.17 -1.33 2.11
C 2.71 -4.00 0.61
C -3.12 -1.01 2.96
C 0.59 -5.78 -0.41
C -1.45 1.69 -5.90
H 2.58 -6.60 -0.38
H 0.02 -4.01 -1.56
H 1.05 2.90 -1.20
H 5.00 0.54 -0.60
H 3.98 1.26 3.51
H 0.10 6.49 0.95
H -0.81 2.68 3.78
H 1.44 0.68 4.04
H 1.38 2.31 3.44
H 1.08 5.38 -1.07
H -0.65 1.31 -6.53
H 3.49 -4.15 -0.13
H -0.84 5.07 2.77
H 0.48 1.02 -4.58
H 1.65 -4.62 -1.91
H 3.02 -3.20 1.29
H -1.04 0.14 4.30
H -1.95 2.06 2.58
H 0.25 -6.49 -1.16
H -2.71 -0.31 -0.76
H -0.25 -5.63 0.28
H -4.56 3.06 -6.19
H 2.58 0.34 -1.09
H -0.09 -0.95 3.29
H 3.25 -5.66 1.82
H -4.82 -1.32 0.05
H -2.70 2.15 -7.56
H 5.72 0.97 1.76
H -3.19 -1.20 4.03
H -5.08 -1.77 2.49
H -4.35 3.11 -3.74
H 1.53 -7.23 0.87
H 1.61 -5.09 2.11
*
```

***

A structure of composition C3H8N2O2. Source: OMol25; level of theory: ωB97M-V/def2-TZVPD.

Results
Kohn-Sham gap ... 8.60 eV
LUMO energy ... 0.41 eV

The geometry in ORCA input format:
```
! wB97M-V def2-TZVPD RIJCOSX def2/J DEFGRID3
* xyz 0 1
O -0.12 -2.24 0.32
O -1.71 -0.86 1.12
N -0.04 -1.68 -1.08
N 0.47 -0.19 1.31
C 0.48 1.43 0.23
C -0.40 -1.08 0.93
C 0.48 1.02 -1.13
H 1.41 -0.56 1.16
H -1.82 -0.04 1.62
H 0.28 -0.27 -1.12
H 1.38 1.79 0.70
H -0.37 1.35 -1.72
H -0.42 1.87 0.65
H 1.43 1.12 -1.65
H -1.04 -1.67 -1.32
*
```

***

A structure of composition C27H30BaCl2N7O2S at a distorted geometry. Source: OMol25; level of theory: ωB97M-V/def2-TZVPD.

Results
Kohn-Sham gap ... 7.80 eV
LUMO energy ... -2.19 eV

The geometry in ORCA input format:
```
! wB97M-V def2-TZVPD RIJCOSX def2/J DEFGRID3
* xyz 1 1
Ba -0.06 -0.15 0.08
Cl 3.76 -6.17 2.98
Cl 3.26 -0.84 3.57
S 2.30 1.53 -1.10
O 1.29 -1.11 1.44
O -0.35 -2.56 -0.17
N 3.11 0.23 -3.42
N -1.05 2.13 -0.60
N 4.66 1.31 -2.33
N 1.13 -0.91 -2.86
N -1.95 -0.04 1.77
N -2.50 -0.38 -0.95
N 0.16 1.61 1.96
C -2.72 0.56 3.93
C 5.33 2.07 -1.30
C 3.34 0.98 -2.29
C 4.30 0.13 -4.14
C -2.52 2.09 -0.58
C -0.47 3.22 0.20
C 1.37 -3.47 1.22
C -3.99 0.12 3.60
C 0.65 -1.45 -5.55
C 5.25 0.79 -3.46
C -0.17 -1.99 -4.57
C -3.03 0.91 -1.41
C 2.79 -2.32 2.81
C 3.38 -3.50 3.16
C -4.23 -0.39 2.33
C -0.32 0.99 3.20
C 1.72 -0.66 -5.17
C 1.93 -0.45 -3.81
C 2.98 -4.69 2.54
C -1.72 0.48 2.97
C -0.50 2.89 1.69
C -3.17 -0.46 1.44
C 0.10 -1.68 -3.25
C 0.30 -3.52 0.28
C -3.31 -1.06 0.06
C 1.99 -4.68 1.60
C 1.78 -2.23 1.80
H 4.14 -3.52 3.93
H -4.80 0.18 4.32
H -0.77 2.29 -1.57
H -5.22 -0.72 2.03
H 0.57 3.33 -0.11
H -1.54 2.80 2.02
H -2.47 -1.00 -1.75
H 4.39 -0.45 -5.04
H 2.36 -0.21 -5.91
H -2.95 3.02 -0.98
H -1.00 -2.64 -4.82
H 0.03 -4.54 -0.06
H 4.80 3.00 -1.12
H 0.33 0.14 3.42
H -4.13 0.93 -1.39
H 1.66 -5.61 1.14
H 6.29 0.92 -3.68
H -2.95 -2.09 0.13
H -0.30 1.68 4.05
H -2.52 0.98 4.91
H 5.36 1.51 -0.37
H 0.46 -1.64 -6.60
H -2.86 1.99 0.45
H 6.35 2.28 -1.63
H -0.06 3.72 2.24
H 1.17 1.76 2.04
H -0.99 4.17 0.03
H -4.37 -1.09 -0.22
H -2.71 1.06 -2.44
H -0.50 -2.08 -2.44
*
```

***

A structure of composition C2H2IO2 at a distorted geometry. Source: OMol25; level of theory: ωB97M-V/def2-TZVPD.

Results
Kohn-Sham gap ... 6.37 eV
LUMO energy ... 3.52 eV

The geometry in ORCA input format:
```
! wB97M-V def2-TZVPD RIJCOSX def2/J DEFGRID3
* xyz -1 1
I -0.97 0.31 -0.77
O 0.97 1.14 1.56
O 0.66 2.80 0.06
C -0.41 -1.95 -1.01
C 0.70 1.90 0.78
H 0.35 -1.86 -0.25
H -1.31 -2.33 -0.38
*
```

***

A cluster of 3 separate species, C3H12N2O3 in total at a distorted geometry. Source: OMol25; level of theory: ωB97M-V/def2-TZVPD.

Results
Kohn-Sham gap (spin up / spin down) ... 2.84 / 9.16 eV
LUMO energy (spin up / spin down) ... 3.71 / 3.56 eV

The geometry in ORCA input format:
```
! wB97M-V def2-TZVPD RIJCOSX def2/J DEFGRID3
* xyz -1 2
O 0.02 0.44 0.78
O 0.89 3.04 0.88
O 1.34 -2.51 2.48
N -1.02 -1.01 -0.62
N 0.60 0.54 -2.63
C -1.62 -1.72 0.50
C -0.35 0.17 -0.39
C -0.27 1.09 -1.56
H -1.24 -1.31 -1.55
H 0.40 0.99 -3.53
H 1.31 3.40 1.66
H 1.38 -2.76 1.56
H 0.63 2.09 1.00
H 1.55 0.86 -2.43
H -0.12 2.08 -1.12
H -1.26 1.12 -2.08
H -2.61 -1.29 0.69
H -1.73 -2.79 0.30
H 0.87 -1.68 2.49
H -0.95 -1.59 1.33
*
```

***

A cluster of 4 separate species, C37H50F3O2SSi in total at a distorted geometry. Source: OMol25; level of theory: ωB97M-V/def2-TZVPD.

Results
Kohn-Sham gap ... 7.01 eV
LUMO energy ... -3.78 eV

The geometry in ORCA input format:
```
! wB97M-V def2-TZVPD RIJCOSX def2/J DEFGRID3
* xyz 1 1
S -1.42 -1.54 -1.11
Si 5.23 4.05 -0.88
F -6.64 -1.52 -2.49
F -3.44 -3.96 7.80
F 1.50 0.47 5.30
O -4.31 0.88 1.11
O -2.57 -1.45 -0.02
C -6.66 -2.68 -4.55
C 3.88 4.81 -4.72
C 5.77 2.24 -0.79
C -6.25 -2.76 -5.87
C 5.04 5.02 -5.39
C -3.74 -0.78 -0.60
C 3.89 4.54 -3.38
C -2.53 0.31 4.67
C 1.17 -2.31 -0.87
C -2.01 0.09 5.93
C -5.10 -5.30 4.88
C -0.30 0.64 3.80
C 5.09 4.47 -2.71
C 3.73 -2.04 -0.72
C -3.74 -4.21 6.51
C 6.25 4.69 -3.40
C -3.31 -3.85 4.20
C -6.24 -1.61 -3.78
C 0.20 -1.19 -0.42
C -4.82 -1.32 1.62
C -4.70 -0.34 0.49
C -5.42 -0.63 -4.30
C 6.61 5.05 -0.10
C -5.43 -1.78 -6.41
C 4.72 1.29 -0.20
C -1.68 0.58 3.60
C 3.64 4.38 0.05
C 4.86 -1.08 -1.11
C -4.79 -5.06 6.21
C 5.30 -0.13 0.00
C 6.24 4.96 -4.75
C 2.46 -1.81 -1.54
C -4.36 -4.70 3.87
C -3.00 -3.60 5.52
C 0.18 0.42 5.08
C -5.01 -0.72 -5.63
C -0.65 0.14 6.15
H 6.66 4.84 0.96
H 7.20 4.62 -2.91
H -5.92 -5.96 4.63
H 2.78 3.84 -0.33
H -5.35 -5.52 7.01
H -3.45 0.10 -1.15
H -5.11 -1.85 -7.44
H 2.93 4.85 -5.23
H 5.99 1.89 -1.79
H 3.79 4.07 1.08
H 5.71 -1.70 -1.35
H 7.17 5.11 -5.26
H -6.58 -3.59 -6.48
H 2.42 -0.76 -1.77
H -5.65 -0.19 -0.01
H 3.41 5.44 0.06
H -4.37 0.04 -6.04
H -2.19 -2.93 5.79
H -5.11 0.21 -3.68
H -5.57 -0.93 2.30
H 4.06 -3.07 -0.86
H -2.68 -0.12 6.76
H -3.89 -1.42 2.15
H 4.61 -0.52 -2.01
H -5.17 -2.28 1.28
H 1.36 -2.91 0.00
H -2.10 0.73 2.62
H 5.04 5.22 -6.45
H 6.49 6.11 -0.24
H 3.47 -1.96 0.33
H 0.66 -2.95 -1.58
H 7.55 4.75 -0.53
H 4.32 1.67 0.71
H -4.60 -4.90 2.84
H 0.13 -1.13 0.65
H 0.38 0.86 3.00
H -1.62 -0.47 -1.91
H 0.52 -0.22 -0.78
H -4.22 -1.49 -1.26
H 3.93 1.20 -0.94
H 2.56 -2.35 -2.47
H -7.30 -3.43 -4.11
H -3.60 0.26 4.50
H -2.72 -3.38 3.41
H -0.23 -0.03 7.13
H 6.37 -0.05 -0.05
H 5.04 -0.48 0.98
H 6.70 2.16 -0.23
H -4.44 1.58 0.47
H 2.97 4.38 -2.84
*
```

***

A structure of composition C38H46As2N2PdSi2. Source: OMol25; level of theory: ωB97M-V/def2-TZVPD.

Results
Kohn-Sham gap ... 4.30 eV
LUMO energy ... 4.37 eV

The geometry in ORCA input format:
```
! wB97M-V def2-TZVPD RIJCOSX def2/J DEFGRID3
* xyz -2 1
Pd 0.01 -0.33 -0.16
As -1.86 -1.90 -0.85
As 1.50 -2.28 -0.68
Si 3.07 0.99 0.78
Si -2.73 2.23 -0.38
N 1.43 1.18 1.02
N -1.23 1.80 0.25
C 1.30 -3.23 1.04
C -6.07 -2.73 -1.39
C 3.81 -0.52 1.66
C -4.23 2.05 0.77
C -2.97 -3.46 2.97
C -2.46 -1.14 3.28
C -3.73 -3.01 -2.83
C -4.85 -2.40 -0.81
C -2.21 -1.00 1.92
C 3.23 -3.14 -1.22
C -6.12 -3.21 -2.69
C -3.20 1.19 -1.88
C 1.29 2.89 2.74
C 3.55 -3.10 -2.58
C 0.75 2.17 1.66
C 5.39 -4.14 -0.80
C 4.25 2.38 1.33
C 5.69 -4.11 -2.16
C -2.33 -2.10 1.07
C 0.39 -3.54 -1.73
C 0.71 -3.10 3.38
C -2.85 4.00 -1.06
C 1.13 -5.24 2.38
C 3.50 0.78 -1.06
C -4.94 -3.35 -3.41
C -1.22 3.57 1.95
C 0.79 -4.48 3.49
C 0.97 -2.48 2.16
C -2.72 -3.33 1.61
C -0.63 4.30 2.98
C -2.83 -2.36 3.81
C -3.65 -2.55 -1.51
C 4.76 -3.59 -3.05
C 1.39 -4.62 1.17
C 4.17 -3.66 -0.34
C -0.99 -3.68 -1.09
C -0.61 2.51 1.26
C 0.64 3.95 3.39
H -1.89 -0.04 1.52
H -2.35 -0.27 3.92
H 4.90 -0.41 1.73
H -2.63 4.78 -0.33
H 3.96 -3.69 0.72
H 3.40 -0.62 2.67
H 3.99 1.68 -1.44
H -1.65 -4.32 -1.68
H 0.44 -2.49 4.24
H 5.22 2.21 0.87
H -2.84 -4.19 0.96
H -6.98 -2.61 -0.82
H 6.11 -4.54 -0.10
H -4.83 -2.02 0.20
H -3.94 1.73 -2.47
H -2.81 -3.11 -3.41
H 6.64 -4.49 -2.52
H -3.65 0.23 -1.60
H -7.07 -3.46 -3.15
H -4.32 1.01 1.11
H -0.89 -4.13 -0.10
H 2.58 0.61 -1.63
H 1.65 -5.22 0.31
H 0.89 -4.51 -1.81
H -2.33 0.98 -2.51
H 1.14 4.47 4.21
H -2.23 3.86 1.66
H 2.85 -2.66 -3.28
H -3.25 -4.43 3.37
H 0.57 -4.96 4.44
H -2.15 4.12 -1.89
H 0.31 -3.12 -2.73
H 1.19 -6.32 2.46
H -1.17 5.11 3.46
H -4.96 -3.71 -4.44
H -3.02 -2.47 4.87
H -3.86 4.18 -1.45
H 4.17 -0.07 -1.24
H 0.89 -1.40 2.07
H -4.13 2.67 1.67
H 3.88 3.36 1.02
H 3.61 -1.46 1.14
H 2.27 2.60 3.09
H 4.39 2.42 2.41
H -5.15 2.32 0.26
H 4.99 -3.54 -4.11
*
```

***

A cluster of 2 separate species, C3H2ClN in total at a distorted geometry. Source: OMol25; level of theory: ωB97M-V/def2-TZVPD.

Results
Kohn-Sham gap ... 10.96 eV
LUMO energy ... 0.52 eV

The geometry in ORCA input format:
```
! wB97M-V def2-TZVPD RIJCOSX def2/J DEFGRID3
* xyz 0 1
Cl 2.11 0.42 -0.66
N 1.05 -1.21 1.28
C -1.15 0.39 -0.87
C -1.07 0.15 0.31
C 1.38 -0.53 0.43
H -1.00 -0.01 1.35
H -1.32 0.80 -1.84
*
```